Entry 1:
86
Properties=species:S:1:pos:R:3 method="wB97M-V/def2-TZVPD" total_charge=0 gap_ev=7.27 de_lowest_kcal_mol=4.2 e_homo_ha=-0.279
Sc -0.4327 -2.5445 0.3390
C -2.6300 0.6219 -2.3664
O -2.7810 0.9517 -0.9893
C -3.5376 0.0550 -0.2658
C -4.7150 0.4783 0.3100
C -5.4588 -0.3743 1.1295
C -4.9989 -1.6507 1.3702
C -3.7937 -2.0986 0.8153
C -3.3411 -3.4607 1.0660
N -2.1477 -3.8148 0.7780
N -1.7680 -5.1365 0.9346
C -0.6349 -5.3150 0.3138
O -0.0175 -4.4023 -0.3866
C 0.0096 -6.6499 0.4301
C -0.4484 -7.5881 1.3518
C 0.1831 -8.8152 1.4641
C 1.2732 -9.1185 0.6580
C 1.7314 -8.1879 -0.2629
C 1.1025 -6.9566 -0.3742
C -3.0445 -1.2495 -0.0343
O -1.9203 -1.6278 -0.5896
H -1.9612 1.3688 -2.7919
H -3.5961 0.6690 -2.8773
H -2.1961 -0.3721 -2.4850
H -5.0404 1.4936 0.1187
H -6.3842 -0.0308 1.5712
H -5.5637 -2.3251 2.0035
H -4.0366 -4.1961 1.4703
H -1.2952 -7.3356 1.9746
H -0.1736 -9.5390 2.1857
H 1.7646 -10.0788 0.7494
H 2.5782 -8.4217 -0.8955
H 1.4462 -6.2217 -1.0897
C 2.9035 -4.2730 2.1526
C 2.4337 -2.8472 1.9029
C 3.5152 -1.8207 2.1681
O 2.0020 -2.7150 0.5227
C 1.1862 -2.5983 2.7776
O 1.2948 -2.0900 3.8777
O 0.0831 -2.9975 2.2307
H 3.7666 -4.5012 1.5206
H 2.1030 -4.9843 1.9403
H 3.2050 -4.3884 3.1932
H 4.4349 -2.0965 1.6493
H 3.7040 -1.7499 3.2372
H 3.1929 -0.8418 1.8102
H 2.2533 -3.5134 0.0437
C 1.6444 10.8255 -3.2765
O 1.3023 10.3687 -1.9800
C 1.1856 9.0312 -1.7942
C 0.8610 8.6238 -0.5006
C 0.7207 7.2828 -0.2153
C 0.8964 6.3156 -1.2066
C 1.2216 6.7341 -2.4907
C 1.3677 8.0792 -2.7925
C 0.7535 4.8822 -0.9397
N 1.0204 3.9251 -1.7965
C 0.7434 2.7586 -1.1292
C 0.2996 3.0131 0.1437
N 0.3070 4.3825 0.2561
C -0.0878 1.9913 1.0626
C -0.5777 2.2076 2.3582
C -0.9396 1.1338 3.1283
C -0.8174 -0.1522 2.5919
N -0.3692 -0.3719 1.3709
C 0.0137 0.6684 0.6072
C 0.5108 0.3758 -0.7328
N 0.5940 -0.9161 -1.1025
C 0.9903 -1.2069 -2.3255
C 1.3523 -0.2353 -3.2639
C 1.2930 1.0859 -2.8986
C 0.8626 1.4134 -1.6078
H 1.6959 11.9081 -3.2093
H 0.8839 10.5438 -4.0090
H 2.6157 10.4350 -3.5901
H 0.7286 9.3775 0.2633
H 0.4809 7.0006 0.8029
H 1.3600 5.9869 -3.2599
H 1.6201 8.3696 -3.8015
H 0.0129 4.9227 1.0487
H -0.6671 3.2147 2.7477
H -1.3104 1.2590 4.1352
H -1.0735 -1.0304 3.1712
H 1.0271 -2.2602 -2.5831
H 1.6670 -0.5351 -4.2534
H 1.5605 1.8822 -3.5807



Entry 2:
89
Properties=species:S:1:pos:R:3 method="wB97M-V/def2-TZVPD" spin_multiplicity=3 total_charge=-1 gap_ev="6.44 / 6.33" de_lowest_kcal_mol=15.9 e_homo_ha="-0.187 / -0.187"
V 0.2318 -0.1740 -0.3997
C 1.1465 -1.7113 -4.4684
C 2.4148 -1.2187 -4.7337
C 3.0351 -0.4194 -3.7932
C 2.3643 -0.1209 -2.6141
N 1.1336 -0.5847 -2.3714
C 0.5467 -1.3741 -3.2713
C 2.9421 0.6965 -1.5270
C 4.1110 1.4229 -1.6636
C 4.5403 2.2012 -0.6015
C 3.7949 2.2167 0.5612
C 2.6393 1.4540 0.6312
N 2.2237 0.7098 -0.3950
H 0.6286 -2.3489 -5.1704
H 2.9194 -1.4628 -5.6593
H 4.0303 -0.0395 -3.9689
H -0.4354 -1.7396 -3.0090
H 4.6590 1.4141 -2.5938
H 5.4410 2.7946 -0.6907
H 4.0834 2.8151 1.4133
H 2.0355 1.4338 1.5302
C -6.0748 -1.8274 -0.0656
C -5.6202 -3.0346 -0.8322
C -6.4118 -4.1705 -0.9375
C -5.9931 -5.2955 -1.6345
C -4.7625 -5.2852 -2.2697
C -3.9600 -4.1567 -2.1961
C -4.3682 -3.0479 -1.4601
N -3.5785 -1.8795 -1.4099
C -2.2577 -1.7859 -1.0521
N -1.6297 -2.9440 -0.7962
C -0.3413 -3.1759 -0.2499
C 0.6150 -2.1759 -0.1226
C 1.8618 -2.5584 0.3803
C 2.1424 -3.8650 0.7463
C 1.1483 -4.8269 0.6414
C -0.1058 -4.5018 0.1514
C -1.1976 -5.5387 0.1023
N -1.6730 -0.6024 -1.0473
C -2.5681 0.5197 -1.2119
C -3.2110 1.0057 -0.0812
C -4.0868 2.0767 -0.1797
C -4.3090 2.6679 -1.4124
C -3.6958 2.1503 -2.5431
C -2.8358 1.0606 -2.4722
C -2.2342 0.4746 -3.7152
H -7.0363 -2.0176 0.4099
H -6.1974 -0.9596 -0.7233
H -5.3418 -1.5850 0.7105
H -7.3755 -4.1740 -0.4419
H -6.6271 -6.1715 -1.6829
H -4.4271 -6.1459 -2.8345
H -3.0134 -4.1267 -2.7205
H -4.0853 -1.0309 -1.2049
H -2.2894 -3.6762 -0.5790
H 2.6327 -1.8051 0.5149
H 3.1178 -4.1300 1.1373
H 1.3386 -5.8458 0.9602
H -0.8333 -6.4900 0.4879
H -1.5623 -5.7106 -0.9150
H -2.0507 -5.2355 0.7188
H -3.0525 0.4819 0.8531
H -4.5918 2.4446 0.7050
H -4.9593 3.5291 -1.4959
H -3.8810 2.6046 -3.5096
H -2.6614 0.9454 -4.6008
H -2.4243 -0.6005 -3.7709
H -1.1574 0.6480 -3.7338
F -4.7285 4.1665 4.2203
C -3.7107 3.7760 3.4339
C -3.0639 2.6338 3.6745
N -2.0087 2.2154 2.9039
C -1.4867 0.8466 3.0974
C -0.0651 0.6938 2.5576
O 0.8839 1.0864 3.2133
O 0.0150 0.0259 1.4472
C -1.5735 2.9848 1.8297
O -0.6319 2.6674 1.1390
N -2.2856 4.1423 1.5966
C -3.3617 4.6365 2.3100
O -3.9375 5.6609 2.0116
H -3.3516 1.9836 4.4895
H -2.1354 0.0997 2.6303
H -1.4584 0.6479 4.1686
H -1.9852 4.6492 0.7542
Cl -3.2664 -2.0491 1.9512
Se 0.3075 2.5179 -2.2385
C -0.6529 3.9004 -1.5486
N -1.2616 4.7862 -1.1135



Entry 3:
99
Properties=species:S:1:pos:R:3 method="wB97M-V/def2-TZVPD" total_charge=0 gap_ev=6.77 smiles="O=C1C=C(O)C(=O)C=C1O.O=C1C=C(O)C(=O)C=C1O.O=C1C=C(O)C(=O)C=C1O.O=C1C=C(O)C(=O)C=C1O.O=C1C=C(O)C(=O)C=C1O.O=C1C=C(O)C(=O)C=C1O.[PH4]CCCCl" e_homo_ha=-0.310
P -1.1421 4.9656 -2.2252
C -1.1340 3.1287 -2.8221
C -1.6358 2.9280 -4.2469
C -0.5455 3.0533 -5.3127
Cl -0.2306 1.4969 -6.1512
H 0.1978 4.8760 -1.7662
H -2.2224 4.6778 -1.3519
H -1.3527 5.4232 -3.5617
H -1.1799 6.3584 -1.7750
H -0.1118 2.7467 -2.7219
H -1.7565 2.5680 -2.1192
H -2.4193 3.6624 -4.4746
H -2.1102 1.9517 -4.3468
H -0.7988 3.7600 -6.0975
H 0.4095 3.3410 -4.8781
C -2.4821 0.6644 0.4613
C -1.7552 1.6097 1.0727
C -0.8692 1.3197 2.2725
O -0.2491 2.2736 2.7106
C -0.8144 -0.0256 2.7884
C -1.5376 -0.9767 2.1780
C -2.4060 -0.6857 0.9680
O -2.9783 -1.6377 0.4666
O -1.5497 -2.2463 2.5449
O -1.7134 2.8762 0.6889
H -3.1006 0.8501 -0.4069
H -0.1781 -0.2206 3.6349
H -2.1294 -2.7149 1.9114
H -1.0952 3.3262 1.3046
C -1.6833 -2.9165 -2.2670
C -1.8357 -2.3554 -3.4772
C -1.0010 -2.7635 -4.6821
O -1.2535 -2.1909 -5.7253
C 0.0161 -3.7800 -4.5211
C 0.1713 -4.3284 -3.3095
C -0.6733 -3.9325 -2.1112
O -0.4218 -4.5181 -1.0707
O 1.0648 -5.2650 -3.0203
O -2.7095 -1.4044 -3.7543
H -2.2663 -2.6387 -1.3998
H 0.6144 -4.0561 -5.3784
H 0.9466 -5.4864 -2.0723
H -2.5876 -1.1995 -4.7054
C 4.5347 -2.5741 5.0586
C 3.6448 -1.5686 5.0450
C 2.8186 -1.2270 3.8125
O 2.0162 -0.3201 3.9604
C 3.0283 -1.9629 2.5933
C 3.9235 -2.9638 2.6066
C 4.7216 -3.3364 3.8497
O 5.4892 -4.2738 3.7198
O 4.2035 -3.7252 1.5679
O 3.4012 -0.7794 6.0736
H 5.1221 -2.8273 5.9294
H 2.4506 -1.7023 1.7179
H 4.8789 -4.3637 1.8817
H 2.7473 -0.1100 5.7760
C 4.8925 -7.2968 -5.6282
C 3.8533 -7.0800 -4.8035
C 3.5615 -7.9828 -3.6094
O 2.5976 -7.6882 -2.9285
C 4.4258 -9.1135 -3.3612
C 5.4603 -9.3241 -4.1884
C 5.7580 -8.4185 -5.3724
O 6.7361 -8.7199 -6.0358
O 6.3205 -10.3196 -4.0705
O 3.0116 -6.0781 -4.9586
H 5.1062 -6.6612 -6.4756
H 4.2103 -9.7541 -2.5182
H 6.9559 -10.2061 -4.8086
H 2.3396 -6.0891 -4.2438
C -6.0991 5.4524 1.7457
C -7.0898 5.9150 0.9686
C -7.2452 5.5069 -0.4874
O -8.1955 5.9906 -1.0768
C -6.2828 4.6013 -1.0664
C -5.2884 4.1415 -0.2917
C -5.1461 4.5307 1.1735
O -4.2167 4.0282 1.7776
O -4.3534 3.3148 -0.7266
O -8.0238 6.7563 1.3731
H -5.9870 5.7351 2.7826
H -6.3916 4.3241 -2.1054
H -3.7234 3.1475 0.0045
H -8.6035 6.9038 0.5968
C 0.0321 5.1577 6.0619
C 1.1332 5.9231 6.1073
C 2.5396 5.3475 6.0216
O 3.4473 6.1594 6.0639
C 2.7071 3.9203 5.8961
C 1.6054 3.1571 5.8497
C 0.1980 3.7312 5.9285
O -0.7078 2.9187 5.8765
O 1.6068 1.8432 5.7236
O 1.1214 7.2380 6.2284
H -0.9679 5.5622 6.1230
H 3.7076 3.5162 5.8377
H 0.6612 1.5838 5.6722
H 2.0625 7.5124 6.2276



Entry 4:
80
Properties=species:S:1:pos:R:3 method="wB97M-V/def2-TZVPD" total_charge=-1 gap_ev=4.50 de_lowest_kcal_mol=46.1 e_homo_ha=-0.073
Pt -0.1471 -0.5369 0.3725
C 1.5396 -0.9655 -2.6719
C 0.2465 -1.7553 -2.8595
As -1.1961 -1.1529 -1.6285
C -1.9366 0.3388 -2.6678
C -3.2369 0.3765 -3.1615
C -3.7146 1.5070 -3.8149
C -2.8948 2.6110 -3.9912
C -1.5977 2.5877 -3.4952
C -1.1287 1.4648 -2.8288
C -2.4907 -2.5595 -2.1155
C -3.0792 -3.2689 -1.0762
C -3.9710 -4.3020 -1.3408
C -4.2761 -4.6344 -2.6520
C -3.6888 -3.9325 -3.6981
C -2.8013 -2.9005 -3.4296
As 1.8735 -0.7336 -0.7397
C 2.7640 -2.4290 -0.3588
C 1.9647 -3.4963 0.0394
C 2.5270 -4.7440 0.2712
C 3.8944 -4.9302 0.1243
C 4.6989 -3.8628 -0.2494
C 4.1354 -2.6165 -0.4912
C 3.3827 0.4889 -0.6852
C 3.6000 1.1622 0.5127
C 4.6518 2.0622 0.6208
C 5.4817 2.2998 -0.4662
C 5.2654 1.6313 -1.6641
C 4.2193 0.7242 -1.7730
H 1.4562 0.0376 -3.0939
H 2.3795 -1.4727 -3.1515
H 0.4071 -2.8044 -2.5957
H -0.1058 -1.7213 -3.8918
H -3.8916 -0.4753 -3.0272
H -4.7341 1.5246 -4.1807
H -3.2684 3.4917 -4.4988
H -0.9553 3.4526 -3.6089
H -0.1399 1.4766 -2.3827
H -2.8269 -3.0069 -0.0530
H -4.4250 -4.8467 -0.5220
H -4.9695 -5.4397 -2.8618
H -3.9246 -4.1900 -4.7239
H -2.3580 -2.3509 -4.2527
H 0.9072 -3.3256 0.2103
H 1.8969 -5.5670 0.5858
H 4.3351 -5.9010 0.3161
H 5.7697 -3.9967 -0.3452
H 4.7731 -1.7870 -0.7715
H 2.9469 0.9725 1.3573
H 4.8123 2.5815 1.5574
H 6.2971 3.0079 -0.3820
H 5.9121 1.8150 -2.5140
H 4.0609 0.2028 -2.7103
C 0.7374 -0.4428 2.1177
C 0.7220 0.5796 3.0352
C 0.5357 0.3129 4.4504
C 0.4281 1.3154 5.3791
C 0.5083 2.6772 5.0295
C 0.7262 2.9688 3.6730
C 0.8235 1.9921 2.7124
H 0.4726 -0.7230 4.7647
H 0.2854 1.0412 6.4210
H 0.5160 3.4566 5.7827
H 0.8009 4.0070 3.3573
H 0.9351 2.2727 1.6709
N -2.4071 4.0475 4.9730
C -3.0144 4.1100 3.7603
O -3.7540 5.0175 3.4185
C -2.6940 2.9476 2.8637
C -2.4559 3.1646 1.5159
C -2.0155 2.1030 0.7443
N -1.8199 0.8771 1.2351
C -2.1281 0.6590 2.5124
C -2.5659 1.6606 3.3630
H -2.4754 4.8783 5.5392
H -1.5706 3.4742 5.0758
H -2.5659 4.1522 1.0894
H -1.7762 2.2422 -0.3009
H -1.9391 -0.3445 2.8700
H -2.7493 1.4420 4.4053



Entry 5:
96
Properties=species:S:1:pos:R:3 method="wB97M-V/def2-TZVPD" total_charge=-2 gap_ev=5.33 e_homo_ha=-0.053
In -0.0026 -0.6886 0.2571
O -2.0162 -0.0999 0.4402
C -3.0894 -0.6253 0.0026
C -4.3381 -0.0913 0.4430
C -5.5328 -0.6197 0.0395
C -5.5900 -1.7069 -0.8539
C -4.4038 -2.2154 -1.3216
C -3.1535 -1.7208 -0.9073
C -2.0053 -2.3024 -1.5477
N -0.7603 -2.1774 -1.2742
C 0.1782 -2.7694 -2.2237
C 1.0219 -1.6738 -2.9109
N 0.2582 -0.4575 -2.9657
C 0.1603 0.1566 -4.0727
C -0.6345 1.3432 -4.3282
C -0.3193 2.0955 -5.4635
C -0.9957 3.2461 -5.8175
C -2.0659 3.6483 -4.9943
C -2.4392 2.9216 -3.8961
C -1.7635 1.7048 -3.4849
O -2.1545 1.0380 -2.5060
H -4.2876 0.7559 1.1142
H -6.4553 -0.1808 0.4063
H -6.5392 -2.1064 -1.1876
H -4.4130 -3.0250 -2.0473
H -2.2598 -2.9346 -2.4086
H -0.3828 -3.3372 -2.9776
H 0.8405 -3.4610 -1.6999
H 1.3325 -2.0321 -3.9076
H 1.9117 -1.5023 -2.3129
H 0.7256 -0.2189 -4.9491
H 0.5137 1.7566 -6.0777
H -0.7103 3.8211 -6.6897
H -2.6155 4.5534 -5.2425
H -3.2751 3.2296 -3.2769
C 6.5417 2.4029 0.8225
C 5.0914 2.0666 0.5925
C 4.1175 3.0482 0.4480
C 2.7950 2.7111 0.2965
C 2.3208 1.3731 0.2677
N 0.9791 1.1661 0.1019
C 0.0622 2.1558 0.5389
C -0.3932 3.0985 -0.3807
C -1.3264 4.0580 -0.0367
C -1.8433 4.0990 1.2514
C -2.8404 5.1511 1.6639
C -1.4273 3.1312 2.1550
C -0.5081 2.1376 1.8271
C -0.1621 1.0284 2.8622
O 0.3265 -0.1265 2.3733
C 0.8910 1.6552 3.8386
F 2.0335 1.9107 3.1994
F 0.5144 2.8337 4.3990
F 1.1773 0.8287 4.8675
C -1.4307 0.6691 3.7490
F -1.6641 1.5387 4.7806
F -1.2804 -0.5290 4.3242
F -2.5732 0.6235 3.0522
C 3.3207 0.3602 0.3994
C 4.6501 0.7556 0.5703
C 3.0692 -1.1632 0.5382
O 1.8598 -1.6638 0.1793
C 4.0495 -1.9592 -0.4214
F 3.8952 -1.5252 -1.6840
F 3.7289 -3.2747 -0.4175
F 5.3830 -1.9305 -0.1963
C 3.4046 -1.5841 2.0436
F 2.5773 -2.5432 2.4849
F 3.3378 -0.5821 2.9071
F 4.6603 -2.1055 2.1855
H 6.7685 3.4118 0.4697
H 7.2023 1.7107 0.2949
H 6.8085 2.3615 1.8838
H 4.3982 4.0983 0.4600
H 2.0644 3.5016 0.1997
H -0.0134 3.0328 -1.3928
H -1.6718 4.7632 -0.7859
H -3.2921 5.6244 0.7904
H -2.3684 5.9374 2.2609
H -3.6422 4.7210 2.2678
H -1.8588 3.1444 3.1485
H 5.3976 -0.0075 0.7372
C -1.9332 -5.0624 0.3834
As -0.7429 -4.1371 1.5956
C 1.0200 -4.7579 1.1522
C -1.1396 -4.8496 3.3394
O -1.0072 -2.5194 1.5718
H -2.1148 -6.0827 0.7228
H -1.4876 -5.0752 -0.6101
H -2.8652 -4.4988 0.3489
H 0.9590 -5.7839 0.7861
H 1.6525 -4.7045 2.0323
H 1.4378 -4.0848 0.4072
H -1.0141 -5.9320 3.3606
H -2.1654 -4.5782 3.5834
H -0.4688 -4.3731 4.0523